A structure of composition C28H58I2N4O2RbSbSi. Source: the Open Molecules 2025 dataset; level of theory: the ωB97M-V functional and the def2-TZVPD basis.

```
97
Properties=species:S:1:pos:R:3:forces:R:3:lowdin_charge:R:1
Rb -0.4715 0.0402 0.2194 0.4 -0.4 0.0 0.5844
C -1.6480 1.4971 -3.2512 -0.3 -0.3 0.0 -0.1631
C -1.5660 0.0171 -3.6605 0.8 -0.7 -0.3 -0.1922
N -0.7345 -0.8557 -2.7328 -0.7 0.3 -0.2 -0.1010
C 0.6086 -1.2283 -3.2312 -0.4 -0.4 0.4 -0.2480
C 1.5158 -0.0918 -3.5726 0.1 0.3 0.0 -0.2552
N 1.7144 0.7043 -2.3762 0.8 0.5 0.2 -0.0772
C 2.3450 1.9998 -2.7225 -1.0 -1.0 -0.8 -0.2383
C 2.7908 2.7650 -1.5281 -0.9 0.1 2.0 -0.1778
C 1.7319 3.5805 -0.7130 -0.4 0.9 -0.7 -0.2020
N 0.4631 3.0007 -0.1989 0.0 0.0 -1.3 -0.0724
C -0.7575 3.6963 -0.6671 0.5 -0.4 -1.1 -0.2265
C -2.0507 3.0394 -0.2755 -0.9 0.8 -0.4 -0.2402
N -2.3213 1.7513 -0.8685 -0.1 0.1 1.3 -0.1805
C -2.7718 1.7679 -2.2088 -0.2 -1.1 -1.3 -0.2296
H -0.7139 1.8263 -2.8126 0.4 -0.1 0.1 0.0725
H -1.8032 2.1181 -4.1455 -0.1 -0.2 0.1 0.1129
H -2.6208 -0.3266 -3.7322 0.7 -0.3 0.2 0.1145
H -1.1298 -0.1382 -4.6767 -0.4 0.5 0.4 0.1111
H -1.2291 -1.7379 -2.6115 0.0 0.3 0.0 0.0975
H 1.1176 -1.8595 -2.4818 -0.3 0.3 0.1 0.0881
H 0.5352 -1.8615 -4.0863 -0.2 -0.6 -1.1 0.1003
H 2.4726 -0.4866 -3.9913 -0.4 0.1 0.1 0.1287
H 1.0766 0.5284 -4.3707 0.1 0.0 0.3 0.1173
H 2.3449 0.1719 -1.7494 -0.5 0.5 -0.4 0.0648
H 3.1947 1.7808 -3.4004 -0.1 0.4 0.1 0.1154
H 1.5601 2.5648 -3.3082 0.9 -0.3 0.5 0.1330
H 3.2391 2.1336 -0.7365 0.3 -0.2 -0.8 0.0996
H 3.5087 3.5129 -1.8345 0.4 0.1 0.0 0.1068
H 2.2538 3.9388 0.1670 0.4 0.3 0.1 0.0987
H 1.5318 4.4764 -1.3505 -0.3 -0.4 0.6 0.1207
H 0.4836 3.0841 0.7989 0.0 0.0 0.6 0.0174
H -0.8249 4.7205 -0.3429 0.2 0.7 0.5 0.1071
H -0.7564 3.7785 -1.7767 0.3 -0.2 0.5 0.1201
H -2.1235 2.8853 0.7924 0.1 0.2 0.5 0.1008
H -2.8684 3.7677 -0.5833 0.6 -0.5 0.5 0.1359
H -3.0292 1.3680 -0.2482 0.0 -0.4 -0.3 0.0624
H -3.5402 0.9572 -2.2603 0.4 0.7 -0.4 0.1305
H -3.2313 2.7166 -2.4646 -0.4 0.4 -0.1 0.1077
I -0.6723 1.2174 3.5527 0.0 -0.3 -0.3 1.0214
C 0.6456 2.6731 4.3453 0.1 0.7 -1.0 -1.1297
I 0.4808 4.6901 3.5307 0.0 -0.5 0.0 0.6296
H 1.6950 2.4374 4.2431 0.0 -0.2 0.1 -0.0506
H 0.3302 2.7566 5.3443 0.1 0.3 1.3 -0.0864
C 4.4775 0.1893 1.6422 0.8 0.1 -1.5 -0.1741
C 4.0298 -1.2095 2.0083 -1.0 -0.4 1.1 -0.5773
C 5.2545 -1.9708 2.4569 0.1 -0.9 1.5 -0.1742
Sb 2.9149 -2.2053 0.3620 0.4 0.3 0.1 1.4938
C 4.5244 -3.0939 -0.8816 -0.3 -0.3 0.8 -0.5446
C 5.1898 -4.3724 -0.3414 0.5 -0.2 0.3 -0.1435
C 5.5260 -1.9878 -1.2180 -1.8 0.1 0.6 -0.1515
C 2.1215 -4.0060 1.2764 0.3 1.5 1.6 -0.5913
C 1.3259 -4.7157 0.2355 0.6 0.1 -1.5 -0.1772
C 1.2635 -3.5562 2.4908 -2.6 -1.6 -2.7 -0.1350
H 5.0523 0.6369 2.4527 -0.4 0.2 0.3 0.0742
H 3.6551 0.8408 1.2959 0.4 -0.1 0.3 0.0593
H 5.2623 0.1111 0.8273 -1.0 0.2 0.5 0.0816
H 3.3272 -1.1333 2.9214 0.7 -0.2 -1.5 0.1075
H 6.0276 -2.0132 1.7060 0.4 0.4 -0.2 0.0482
H 5.0874 -3.0333 2.7092 -0.3 0.4 0.0 0.0698
H 5.6385 -1.5097 3.4040 0.0 -0.3 -0.8 0.0928
H 3.9101 -3.3819 -1.7395 0.3 0.1 -0.2 0.0612
H 5.6020 -4.3190 0.6678 -0.2 0.6 0.2 0.0572
H 6.0629 -4.7521 -0.9041 -0.4 0.5 -0.4 0.0801
H 4.5039 -5.2080 -0.2838 -0.4 -0.1 -0.2 0.0552
H 6.0746 -1.7495 -0.3207 0.2 0.4 0.2 0.0454
H 5.0147 -1.0985 -1.6405 0.4 -0.3 0.3 0.0750
H 6.2030 -2.3764 -1.9069 1.3 -0.4 -1.4 0.0492
H 2.9467 -4.5648 1.7081 0.2 -0.4 -0.4 0.0799
H 0.4965 -4.0842 -0.0913 -0.2 -0.2 0.2 0.0703
H 1.0032 -5.6916 0.5261 -0.6 -0.6 0.5 0.0713
H 1.9098 -4.9130 -0.6846 0.0 0.2 0.3 0.0691
H 0.3260 -2.9851 2.1613 1.1 -0.9 0.5 0.1032
H 1.7316 -2.9827 3.1735 2.0 2.3 2.0 0.0052
H 1.0004 -4.4306 3.0883 -0.6 -0.2 -0.3 0.0814
O -2.1296 -0.5928 2.5628 -0.4 0.4 -0.4 -0.6492
O -2.9423 0.2947 1.6499 0.9 -0.2 -0.3 -0.4910
C -4.6742 -2.0141 2.0997 0.4 0.0 -0.5 -0.1498
Si -4.4033 -0.1933 2.1995 -1.2 1.2 1.1 0.3917
C -4.7074 0.4665 3.9269 -1.3 -1.9 0.0 -0.1517
C -5.6190 0.8157 1.0819 0.3 -2.3 -1.0 -0.2025
C -6.2983 0.0570 0.0525 1.1 1.3 1.0 -0.0816
C -6.9637 0.7714 -0.9231 -0.1 1.0 1.2 -0.0915
C -7.0736 2.1892 -0.8745 0.0 -1.1 -1.2 -0.0889
C -6.3657 2.8801 0.0563 0.3 0.6 1.0 -0.1121
C -5.6642 2.1990 1.0425 -0.2 -0.6 0.7 -0.1081
H -3.8289 -2.3801 1.4707 -0.9 -0.1 0.2 0.0484
H -5.6828 -2.2083 1.7146 0.4 -0.4 0.0 0.0223
H -4.5582 -2.4493 3.0926 -0.1 0.0 -0.1 0.0351
H -5.7438 0.7863 4.1325 0.3 -0.3 -0.2 0.0424
H -4.1068 1.2963 4.0714 1.4 1.7 0.4 -0.0194
H -4.4257 -0.3164 4.6488 -0.1 0.4 0.0 0.0380
H -6.2473 -1.0532 0.0713 -0.1 1.0 -0.3 0.0925
H -7.4748 0.2148 -1.6346 -1.0 -0.7 -1.5 0.0712
H -7.6695 2.7487 -1.5996 0.2 -0.4 0.1 0.1031
H -6.3679 3.9602 0.1147 -0.2 0.1 -0.2 0.1025
H -5.2919 2.7160 1.9194 0.5 0.3 -0.3 0.1075
```
Positions in Å, forces in eV/Å.

The calculation puts the HOMO energy at -0.285 Eh. For the HOMO-LUMO gap, the calculation gives 0.2893 hartree. As for the total charge: 0. For the relative energy (zero: lowest compared OMol25 entry of this formula, charge and spin), the calculation gives 14.0 kcal/mol. The lowest unoccupied orbital energy is 0.12 eV.

A structure of composition C27H43BrN2OP2Re. Source: the Open Molecules 2025 dataset; level of theory: the ωB97M-V functional and the def2-TZVPD basis.

```
77
Properties=species:S:1:pos:R:3:forces:R:3:lowdin_charge:R:1
C -2.6353 5.1082 -2.1846 -0.1 -0.3 -0.7 0.0802
C -2.6294 3.8414 -2.7915 0.1 1.2 -0.8 -0.1748
C -2.9266 3.7843 -4.1540 0.0 0.5 0.2 0.0489
C -3.2235 4.9534 -4.8513 -0.5 0.7 -1.9 0.0223
N -3.1571 6.1369 -4.2643 0.5 -3.3 1.9 0.3368
C -2.8509 6.2314 -2.9828 -0.3 2.0 0.4 0.0202
C -2.0360 2.6781 -2.2024 -1.5 1.3 2.5 -0.2084
C -1.3532 2.3807 -1.0319 0.6 3.2 -3.2 -0.0380
C -0.0065 1.9975 -0.7728 1.8 0.8 2.1 -0.2753
C 0.7467 2.3603 0.3517 -0.9 -0.3 0.0 0.0215
C 1.6636 1.5018 0.8905 1.3 -1.2 0.0 -0.0420
C 1.8058 0.1600 0.3890 -0.3 0.2 -1.3 -0.3201
C 1.5232 0.0518 -0.9671 -1.4 1.0 -0.7 -0.0201
C 0.6178 1.0090 -1.6504 2.3 -0.2 -0.7 -0.2502
Re -1.3782 0.9030 -2.2367 3.1 -2.5 0.5 1.2432
P 2.5611 -1.2916 1.2395 1.0 0.9 -0.7 1.0068
H -2.8521 2.8596 -4.7039 -0.3 0.0 -0.2 0.1340
H -2.4214 5.2621 -1.1423 0.1 0.1 0.2 0.1468
H -3.5174 4.9295 -5.9025 0.1 0.0 0.1 0.1753
H -2.7688 7.2405 -2.5787 0.0 -0.1 0.1 0.1760
H 0.9450 1.3709 -2.6817 0.0 -0.5 1.0 0.1669
H 0.5444 3.3063 0.8149 -0.2 0.2 0.5 0.1399
H 1.9682 -0.6759 -1.6507 -0.1 0.1 0.5 0.1121
H 2.3725 1.8146 1.6608 -0.7 0.1 0.2 0.1372
C 1.4969 -2.3331 2.2793 -0.8 0.5 0.5 -0.4140
C 1.5260 -3.8407 2.2092 0.0 -0.8 -0.3 -0.0815
H 0.4176 -2.0258 2.0632 0.7 -0.5 0.0 -0.0837
H 1.6788 -2.0214 3.3144 0.1 0.2 -0.2 0.1011
H 0.9912 -4.2449 3.0789 0.1 0.2 -0.2 0.1133
H 1.0226 -4.2233 1.3126 0.2 0.0 0.1 0.0807
H 2.5398 -4.2468 2.2451 0.0 0.0 0.0 0.0982
C 3.2133 -2.2726 -0.1134 -0.1 -0.3 0.1 -0.3141
C 4.3192 -1.6158 -0.9564 0.4 0.1 -0.3 -0.0903
H 2.3465 -2.5256 -0.7440 0.2 -0.2 0.3 0.0880
H 3.5626 -3.2020 0.3528 -0.1 0.1 -0.2 0.1064
H 4.0007 -1.5409 -2.0054 0.2 -0.1 0.3 0.0878
H 4.5997 -0.5996 -0.6427 -0.1 -0.3 0.0 0.0831
H 5.2254 -2.2388 -0.9287 -0.3 0.3 -0.1 0.1059
C 3.8254 -0.5027 2.2216 0.1 0.1 0.1 -0.3236
C 4.8054 -1.5052 2.8054 0.4 -0.3 0.3 -0.0859
H 3.3092 0.0953 2.9873 0.1 -0.2 0.0 0.0886
H 4.3343 0.2128 1.5631 0.0 -0.1 0.0 0.1117
H 5.5837 -0.9690 3.3543 -0.1 -0.1 0.0 0.1057
H 4.3206 -2.1994 3.5002 0.1 0.1 0.0 0.0895
H 5.3061 -2.0907 2.0269 -0.1 0.1 0.1 0.0879
Br -0.3643 -0.2817 2.3920 -2.3 -0.2 -0.6 0.7625
P -2.1416 -0.9092 -1.1103 -2.0 -4.2 0.8 0.9894
C -0.8926 -2.4979 -1.0498 0.5 0.9 -1.2 -0.2928
C -1.2639 -3.9610 -1.3039 -0.5 -0.5 -0.2 -0.1072
H -0.4282 -2.4020 -0.0455 -0.5 0.5 -0.4 0.0508
H -0.1509 -2.1977 -1.8038 0.1 -0.2 0.3 0.0493
H -0.3847 -4.6057 -1.1194 -0.1 0.5 -0.1 0.1000
H -2.0357 -4.3563 -0.6295 0.6 0.2 -0.4 0.0628
H -1.5628 -4.1504 -2.3477 0.0 0.1 0.4 0.1030
C -3.2846 -1.6130 0.1710 -0.9 1.2 1.4 -0.3568
C -4.1074 -2.8536 -0.2031 0.0 -0.4 -0.9 -0.0873
H -3.9831 -0.8198 0.4665 0.1 0.0 0.0 0.0972
H -2.7024 -1.8313 1.0817 0.2 0.3 -0.5 0.0590
H -4.7039 -3.2195 0.6452 0.2 0.6 0.0 0.1168
H -4.7957 -2.6612 -1.0332 0.1 0.0 0.3 0.0791
H -3.4857 -3.6995 -0.4901 -0.4 0.4 0.0 0.0381
C -3.2140 -0.2357 -2.5518 -0.8 -3.8 -0.3 -0.4581
C -4.0238 -1.1046 -3.5563 0.0 0.6 -0.6 -0.0672
H -2.4494 0.1006 -3.3754 -0.9 0.8 -1.0 0.0346
H -3.8363 0.5499 -2.1513 -0.3 0.1 0.4 0.0975
H -4.5512 -0.4016 -4.2094 0.0 -0.1 -0.1 0.0972
H -3.4010 -1.7246 -4.2071 0.0 0.0 0.3 0.0986
H -4.7948 -1.7176 -3.1023 0.2 0.0 0.4 0.0814
C 1.8477 3.3216 5.3793 0.0 0.2 0.1 0.0174
C 1.1751 2.6383 4.2283 0.7 0.9 0.3 -0.5662
N 1.3335 1.2785 4.2801 -1.3 -1.0 -1.1 0.0912
O 0.6428 3.2432 3.2977 0.2 -1.2 0.2 0.0282
H 2.2768 2.5989 6.0771 0.0 0.2 0.0 0.0867
H 1.1000 3.9227 5.8971 0.2 0.2 0.0 0.1083
H 2.6423 3.9681 4.9965 -0.2 0.1 0.1 0.1058
H 0.6556 0.7586 3.6732 1.5 1.1 1.5 -0.1289
H 1.4676 0.8402 5.1840 0.1 0.3 0.0 0.1155
```
Positions in Å, forces in eV/Å.

The multiplicity is 4. The calculation puts the HOMO energy (alpha / beta) at -0.689 / -0.684 Eh. For the HOMO-LUMO gap (alpha / beta), the calculation gives 0.1837 / 0.1400 hartree. As for the total charge: +4. For the relative energy (zero: lowest compared OMol25 entry of this formula, charge and spin), the calculation gives 6.2 kcal/mol. The lowest unoccupied orbital energy (alpha / beta) is -13.74 / -14.79 eV.

A structure of composition C12H24BBrN2O4Ta. Source: the Open Molecules 2025 dataset; level of theory: the ωB97M-V functional and the def2-TZVPD basis.

```
45
Properties=species:S:1:pos:R:3:forces:R:3:lowdin_charge:R:1
C -4.9414 -1.0361 1.3647 0.1 0.0 0.4 0.0100
C -4.1375 -0.3095 0.8400 0.8 0.7 0.3 -0.3480
C -3.0414 0.5747 0.3943 -1.3 -1.2 -0.7 -0.3724
Ta -1.4109 -0.5256 -0.8824 -0.3 0.3 1.1 1.5109
Br -2.2780 -2.9003 -0.1652 0.5 0.8 -0.5 0.0456
C 0.1474 -0.5832 0.8034 0.2 0.0 0.2 -0.2789
C -0.3708 -0.7382 2.2321 0.8 0.1 0.2 -0.5230
O -1.4407 -1.1507 2.5602 -0.5 0.0 -0.1 0.0591
N 0.5691 -0.3775 3.3273 0.2 -0.1 -1.2 -0.1765
C 0.5877 1.0812 3.5244 0.3 -0.1 1.1 -0.0895
C 1.9100 -0.8784 3.0106 0.1 0.0 -0.1 -0.1285
B 0.1353 -1.6762 -2.2918 0.0 -0.2 -0.5 -0.7270
O -0.0407 -1.6026 -3.6908 -0.3 -0.3 0.5 0.0201
O 1.2550 -2.4157 -1.8306 -0.1 0.2 -0.6 -0.0867
C 2.3974 -1.5760 -1.6722 0.1 -0.4 1.3 -0.2689
C 3.2478 -2.1428 -0.5016 0.2 -0.2 -0.5 -0.0741
N -0.6770 1.2847 -1.7373 -1.1 -0.9 1.3 -0.2414
C -1.5577 1.8757 -2.7684 0.4 0.5 -0.1 -0.1680
C -0.1771 2.2341 -0.8339 1.0 1.3 -1.2 -0.5879
C 0.9094 3.1893 -1.3986 -0.9 0.2 -0.1 -0.0101
O -0.5264 2.4099 0.3057 -0.2 -0.6 0.5 0.0450
H -5.4708 -1.6424 2.0606 -0.2 -0.1 -0.4 0.0007
H -2.6137 1.0669 1.2719 0.0 0.1 -0.3 0.0336
H -3.5077 1.2955 -0.3003 0.4 0.2 0.2 0.0252
H -2.6397 -0.5949 -2.2869 0.4 0.0 0.0 -0.0911
H 0.8620 0.2594 0.8113 -0.2 -0.2 -0.1 0.0478
H 0.7742 -1.4723 0.6112 -0.3 0.1 0.0 0.0359
H -0.2457 1.6001 3.0414 0.2 -0.2 -0.1 0.0824
H 1.5583 1.5035 3.2114 -0.4 0.1 -0.3 0.0745
H 0.5277 1.2685 4.6096 -0.1 0.1 -0.3 0.0746
H 2.5251 -1.0030 3.9112 -0.2 0.2 -0.1 0.0797
H 2.4335 -0.2123 2.2999 0.1 -0.1 0.2 0.0661
H 1.8603 -1.8566 2.5180 -0.1 0.1 0.3 0.0807
H -0.2232 -2.4872 -4.0349 0.4 0.0 -0.2 0.0822
H 3.0193 -1.5445 -2.5746 -0.4 0.2 -0.1 0.1139
H 2.0308 -0.5792 -1.3747 0.4 0.0 -0.4 0.0910
H 4.1460 -2.6565 -0.8755 -0.2 0.1 0.0 0.0626
H 2.6504 -2.8961 0.0217 0.1 0.3 0.1 0.0749
H 3.5955 -1.3622 0.1837 -0.2 -0.1 0.0 0.0607
H -2.5597 2.0109 -2.3405 0.0 -0.2 -0.4 0.0588
H -1.5738 1.2516 -3.6634 -0.2 0.0 0.2 0.0663
H -1.2125 2.8826 -3.0603 0.1 -0.3 0.0 0.0659
H 0.5657 3.6099 -2.3537 0.3 -0.3 0.0 0.0570
H 0.9788 4.0444 -0.7188 0.3 -0.3 0.0 0.0727
H 1.8668 2.6842 -1.5508 -0.2 0.0 0.1 0.0740
```
Positions in Å, forces in eV/Å.

The calculation puts the HOMO energy at -0.151 Eh. For the HOMO-LUMO gap, the calculation gives 0.2485 hartree. As for the total charge: -1. The lowest unoccupied orbital energy is 2.64 eV.

Calculated total energy
In order: -71301.30440 -124421.81106 -96272.20227
Unit: eV
Max |F|
In order: 4.1 4.7 2.0
Unit: eV/Å